No. 1
Formula: C21H35ClF6N2O10P2
Source: the OMol25 dataset
Level of theory: ωB97M-V/def2-TZVPD

Bonds (Å) are listed after each position.
CARTESIAN COORDINATES (ANGSTROEM)
1 Cl 2.97579 1.82631 0.17337  C39 1.781
2 P 1.18251 -2.39189 -1.45668  C36 1.853, C38 1.889, C42 1.838
3 P -1.12329 0.47696 -0.30652  O12 1.607, O15 1.601, N20 1.552, C40 1.826
4 F 6.34711 -3.78222 0.70943  C28 1.323
5 F -0.73591 4.24069 2.85700  C33 1.329
6 F -2.26728 2.88349 2.18409  C33 1.341
7 F 5.72584 -5.37544 2.01765  C28 1.334
8 F 4.29922 -3.88803 1.36830  C28 1.335
9 F -1.48451 4.38864 0.84981  C33 1.325
10 O -0.23103 -1.66656 -3.52154  C23 1.367, C38 1.458
11 O -1.75594 -0.18108 -2.89966  C23 1.356, C40 1.432
12 O 0.26533 0.29455 0.48072  P3 1.607, H61 0.960
13 O -1.74488 -0.89135 -5.07390  C23 1.219
14 O 6.95586 -2.63113 3.06618  C29 1.191
15 O -2.20495 -0.07544 0.73732  P3 1.601, H57 0.958
16 O -2.89977 5.62488 3.67646  C24 1.192
17 O 4.95313 -3.29498 3.84844  C29 1.321, C31 1.441
18 O -3.84461 5.23583 1.67135  C24 1.318, C37 1.441
19 O -3.86163 -2.89142 -2.24574  C25 1.225
20 N -1.44638 1.93003 -0.74543  P3 1.552, H68 1.007
21 N -4.10121 -0.69134 -1.49746  C22 1.493, C25 1.433, C32 1.472
22 C -4.86571 -0.78548 -0.21904  N21 1.493, H51 1.078, H55 1.081, H74 1.076
23 C -1.28988 -0.91172 -3.94314  O10 1.367, O11 1.356, O13 1.219
24 C -2.91748 5.11418 2.59994  O16 1.192, O18 1.318, C33 1.537
25 C -3.36337 -1.89709 -1.73160  O19 1.225, N21 1.433, C30 1.519
26 C 1.88469 -4.74746 -2.70102  C36 1.536, H52 1.080, H53 1.080, H77 1.083
27 C -4.63166 7.54011 1.74908  C37 1.513, H60 1.089, H62 1.090, H67 1.089
28 C 5.56799 -4.08102 1.73607  F4 1.323, F7 1.334, F8 1.335, C29 1.537
29 C 5.92963 -3.22553 2.96122  O14 1.191, O17 1.321, C28 1.537
30 C -1.89097 -1.96612 -1.36272  C25 1.519, C40 1.562, H69 1.081, H76 1.075
31 C 5.16254 -2.56613 5.07376  O17 1.441, C35 1.513, H45 1.089, H70 1.087
32 C -5.04940 -0.51245 -2.60940  N21 1.472, H49 1.078, H66 1.084, H72 1.081
33 C -1.82899 4.14812 2.10665  F5 1.329, F6 1.341, F9 1.325, C24 1.537
34 C 1.07777 0.19506 -2.98581  C38 1.546, C41 1.523, H46 1.087, H50 1.079
35 C 4.80650 -1.10537 4.90617  C31 1.513, H47 1.090, H58 1.089, H75 1.089
36 C 2.17549 -3.24065 -2.77124  P2 1.853, C26 1.536, H65 1.079, H73 1.081
37 C -4.96190 6.08508 1.99793  O18 1.441, C27 1.513, H44 1.087, H56 1.089
38 C 0.30057 -0.98052 -2.35014  P2 1.889, O10 1.458, C34 1.546, C40 1.561
39 C 1.97858 1.92223 -1.29858  Cl1 1.781, C41 1.527, H54 1.077, H71 1.075
40 C -1.09673 -0.67108 -1.72658  P3 1.826, O11 1.432, C30 1.562, C38 1.561
41 C 2.29113 0.83654 -2.32588  C34 1.523, C39 1.527, H48 1.084, H59 1.078
42 C 2.47729 -1.71090 -0.34476  P2 1.838, H43 1.084, H63 1.078, H64 1.078
43 H 3.40377 -1.60388 -0.89733  C42 1.084
44 H -5.76955 5.75658 1.34867  C37 1.087
45 H 6.19065 -2.69397 5.40771  C31 1.089
46 H 0.38289 0.99557 -3.22528  C34 1.087
47 H 3.78361 -1.00215 4.54368  C35 1.090
48 H 2.79369 1.36882 -3.12501  C41 1.084
49 H -4.56979 -0.67131 -3.56196  C32 1.078
50 H 1.40699 -0.19244 -3.93776  C34 1.079
51 H -5.92472 -0.67945 -0.38931  C22 1.078
52 H 2.76362 -5.32612 -2.94449  C26 1.080
53 H 1.03360 -5.02637 -3.30430  C26 1.080
54 H 2.18491 2.89118 -1.72172  C39 1.077
55 H -4.64537 -1.71972 0.27921  C22 1.081
56 H -5.26782 5.91206 3.02829  C37 1.089
57 H -1.90126 0.10997 1.62629  O15 0.958
58 H 4.89472 -0.58600 5.85927  C35 1.089
59 H 3.02814 0.13654 -1.96658  C41 1.078
60 H -5.51020 8.15915 1.92470  C27 1.089
61 H 0.34282 1.00650 1.12057  O12 0.960
62 H -4.30067 7.68424 0.72077  C27 1.090
63 H 2.66334 -2.40263 0.46060  C42 1.078
64 H 2.24651 -0.74537 0.07625  C42 1.078
65 H 1.94517 -2.83857 -3.74530  C36 1.079
66 H -5.90304 -1.17617 -2.53622  C32 1.084
67 H -3.83274 7.87939 2.40743  C27 1.089
68 H -0.73314 2.58278 -0.46533  N20 1.007
69 H -1.77235 -2.23181 -0.32138  C30 1.081
70 H 4.51168 -3.04058 5.80409  C31 1.087
71 H 0.93081 1.92167 -1.06026  C39 1.075
72 H -5.42350 0.50086 -2.56443  C32 1.081
73 H 3.22421 -3.11382 -2.54208  C36 1.081
74 H -4.53613 -0.00463 0.44463  C22 1.076
75 H 5.46543 -0.62096 4.18655  C35 1.089
76 H -1.49441 -2.80617 -1.90393  C30 1.075
77 H 1.62857 -5.00344 -1.68011  C26 1.083

Multiplicity   1
DFT total energy   -93205.3871 eV
SMILES   CCP(C)[C@@]1(CCCCl)OC(=O)O[C@]1(CC(=O)N(C)C)P(=N)(O)O.CCOC(=O)C(F)(F)F.CCOC(=O)C(F)(F)F
Largest force on an atom   2.9 eV/Å
Charge   0

---

No. 2
Formula: C21H35F3NO5S
Source: the OMol25 dataset
Level of theory: ωB97M-V/def2-TZVPD

Bonds (Å) are listed after each position.
CARTESIAN COORDINATES (ANGSTROEM)
1 S -1.80646 3.68986 -2.11705  C22 1.879, H39 1.399
2 F 5.09558 3.69604 4.94418  C31 1.396
3 F 3.69108 1.99637 5.36642  C31 1.412
4 F 5.87833 1.59952 4.90360  C31 1.405
5 O 4.48746 5.12789 -2.25043  C16 1.239
6 O -1.87311 -3.05100 1.70192  C14 1.419, H60 0.969
7 O 4.41107 2.25852 3.21185  C27 1.448, C31 1.397
8 O -1.07669 -0.56096 -0.57437  C15 1.442, C24 1.454
9 O 4.39591 0.98692 0.45130  C13 1.239
10 N -4.01006 -5.09740 1.05190  C12 1.517, C19 1.534, C21 1.506, C30 1.514
11 C 2.71272 2.19571 -0.97380  C13 1.602, C17 1.584, C18 1.417
12 C -2.60746 -5.59267 0.75468  N10 1.517, H42 1.087, H49 1.089, H50 1.091
13 C 3.82376 2.04936 0.17091  O9 1.239, C11 1.602, C28 1.581
14 C -3.24884 -2.79214 1.93478  O6 1.419, C19 1.525, H44 1.094, H53 1.094
15 C -0.31395 -1.70758 -1.00163  O8 1.442, C26 1.602, H37 1.153, H65 1.135
16 C 3.95657 4.45116 -1.35868  O5 1.239, C18 1.605, C25 1.582
17 C 1.59067 1.11544 -1.26142  C11 1.584, C20 1.605, H35 1.144, H52 1.135
18 C 2.79899 3.39894 -1.71775  C11 1.417, C16 1.605, C29 1.580
19 C -4.00869 -4.08663 2.20636  N10 1.534, C14 1.525, H34 1.093, H55 1.092
20 C 2.02319 -0.39333 -0.92570  C17 1.605, C26 1.624, H48 1.139, H61 1.132
21 C -4.60690 -4.50803 -0.19933  N10 1.506, H33 1.089, H59 1.091, H66 1.090
22 C -0.64333 4.91957 -2.93323  S1 1.879, C23 1.599, H45 1.131, H57 1.147
23 C 0.79358 4.91539 -2.23198  C22 1.599, C29 1.622, H38 1.134, H47 1.147
24 C -1.83450 0.00607 -1.67760  O8 1.454, H36 1.147, H56 1.143, H58 1.132
25 C 4.31200 4.57267 0.17820  C16 1.582, C28 1.415, H51 1.128
26 C 1.03572 -1.35111 -1.78788  C15 1.602, C20 1.624, H40 1.148, H62 1.144
27 C 4.54905 3.50168 2.48203  O7 1.448, C28 1.591, H43 1.148, H46 1.147
28 C 4.21883 3.37786 0.93100  C13 1.581, C25 1.415, C27 1.591
29 C 1.81220 3.82860 -2.87502  C18 1.580, C23 1.622, H32 1.132, H64 1.146
30 C -4.84655 -6.28388 1.48132  N10 1.514, H41 1.090, H54 1.090, H63 1.091
31 C 4.77410 2.39506 4.55351  F2 1.396, F3 1.412, F4 1.405, O7 1.397
32 H 1.18553 2.99007 -3.30674  C29 1.132
33 H -3.96419 -3.70432 -0.55586  C21 1.089
34 H -3.56966 -4.60626 3.06158  C19 1.093
35 H 1.39255 1.14113 -2.38758  C17 1.144
36 H -2.46937 -0.79854 -2.19157  C24 1.147
37 H -1.00671 -2.33951 -1.67258  C15 1.153
38 H 1.30052 5.92780 -2.17815  C23 1.134
39 H -2.21016 4.26120 -0.90534  S1 1.399
40 H 0.70726 -0.84998 -2.76725  C26 1.148
41 H -4.39464 -6.72043 2.37188  C30 1.090
42 H -2.06178 -4.82436 0.21210  C12 1.087
43 H 3.83251 4.28995 2.90860  C27 1.148
44 H -3.66353 -2.24896 1.08079  C14 1.094
45 H -0.56245 4.76624 -4.05134  C22 1.131
46 H 5.62051 3.90565 2.54773  C27 1.147
47 H 0.62523 4.55453 -1.15658  C23 1.147
48 H 3.06735 -0.60679 -1.32678  C20 1.139
49 H -2.11992 -5.84485 1.69568  C12 1.089
50 H -2.68866 -6.47899 0.12318  C12 1.091
51 H 4.61661 5.55191 0.64897  C25 1.128
52 H 0.61361 1.34287 -0.72981  C17 1.135
53 H -3.32976 -2.14787 2.81467  C14 1.094
54 H -5.85715 -5.93429 1.69493  C30 1.090
55 H -5.05469 -3.86014 2.42542  C19 1.092
56 H -1.16133 0.50434 -2.45603  C24 1.143
57 H -1.11074 5.94449 -2.71656  C22 1.147
58 H -2.49586 0.80678 -1.22822  C24 1.132
59 H -4.66700 -5.29304 -0.95428  C21 1.091
60 H -1.42409 -2.19556 1.62750  O6 0.969
61 H 1.90344 -0.67575 0.16427  C20 1.132
62 H 1.55034 -2.32038 -2.11081  C26 1.144
63 H -4.86344 -7.01002 0.66780  C30 1.091
64 H 2.43115 4.31373 -3.70898  C29 1.146
65 H -0.05395 -2.36861 -0.11634  C15 1.135
66 H -5.60181 -4.12992 0.03763  C21 1.090

Multiplicity   1
DFT total energy   -53048.7376 eV
Largest force on an atom   3.2 eV/Å
Charge   +1